# C7H8O5Ti

A molecular structure, C7H8O5Ti in a non-equilibrium geometry (the ωB97M-V functional and the def2-TZVPD basis, OMol25).

Summary:
E_LUMO (alpha / beta) = -0.3937 / -0.3916 Ha
M = 220.0 g/mol
total charge = +2
multiplicity = 3
frontier orbital gap (alpha / beta) = 0.237 / 0.239 Ha

The geometry in XYZ format:
```
21
Properties=species:S:1:pos:R:3:forces:R:3
Ti -0.204 0.986 1.172 0.666 -3.679 -0.360
C -0.062 2.616 2.293 1.516 7.097 4.886
O 0.158 3.541 2.978 -1.243 -4.680 -3.446
C -0.036 2.257 -0.627 -0.747 3.935 -4.264
O -0.122 2.943 -1.559 0.577 -3.109 4.096
C -2.000 1.062 0.246 -7.005 1.039 -3.493
O -3.014 1.225 -0.293 4.510 -0.901 2.406
C 1.751 0.875 0.340 7.861 -0.072 -2.270
O 2.864 0.926 -0.038 -6.464 -0.334 2.058
C -0.067 -1.426 -2.156 -0.127 -0.844 1.111
H 0.826 -1.996 -1.832 -0.374 0.521 -0.572
H -1.009 -1.962 -1.917 0.524 0.572 -0.436
C -0.024 -0.219 -2.715 -0.104 0.708 0.018
H -0.942 0.327 -2.992 0.448 -0.452 -0.001
H 0.918 0.289 -2.964 -0.361 -0.378 0.081
C 0.535 -2.024 1.751 0.662 -0.362 0.248
O -0.559 -1.143 1.443 -1.782 0.630 -0.338
H 1.071 -2.294 0.838 -0.163 -0.012 0.103
H 0.163 -2.913 2.261 0.169 0.152 0.023
H 1.179 -1.437 2.412 0.139 -0.432 0.069
H -1.425 -1.632 1.359 1.299 0.602 0.080
```
Forces are in eV/Å.



# C7H8OS2

2 unconnected molecules or ions with the total composition C7H8OS2 in a non-equilibrium geometry (the ωB97M-V functional and the def2-TZVPD basis, OMol25).

Summary:
energy above the lowest of the compared OMol25 structures with the same formula, charge and spin = 0.0 kJ/mol
E_LUMO (alpha / beta) = 0.0235 / -0.0628 Ha
M = 172.3 g/mol
total charge = 0
multiplicity = 3
frontier orbital gap (alpha / beta) = 0.252 / 0.264 Ha

The geometry in XYZ format:
```
18
Properties=species:S:1:pos:R:3:forces:R:3
C -1.312 0.272 -0.635 -0.792 0.097 -0.040
C -2.616 0.390 -0.280 0.754 0.251 -0.853
C -1.652 -0.580 1.394 0.279 -0.008 0.258
C -0.661 -0.368 0.465 1.309 -0.229 0.336
C 2.088 1.926 -0.423 0.219 0.371 -0.516
C 1.848 1.364 0.713 0.639 1.335 0.259
C 0.718 -0.727 0.589 -1.894 -2.554 -0.946
O -2.831 -0.125 0.945 -0.484 -0.112 0.485
S 0.406 -2.468 -1.906 -0.103 -0.014 -0.152
S 1.637 -1.195 -0.841 -0.064 0.225 0.407
H -0.853 0.598 -1.544 0.051 0.096 -0.228
H -3.459 0.816 -0.788 -0.147 0.008 0.042
H -1.641 -1.047 2.359 -0.055 -0.047 0.141
H 2.568 2.894 -0.498 0.105 0.333 0.016
H 1.855 1.450 -1.365 -0.060 -0.039 -0.168
H 1.955 1.593 1.746 0.091 0.130 0.588
H 1.061 -1.164 1.513 0.155 0.213 0.257
H 0.888 -3.629 -1.443 -0.001 -0.058 0.115
```
Forces are in eV/Å.



# C7H9Br2N2

2 unconnected molecules or ions with the total composition C7H9Br2N2 in a non-equilibrium geometry (the ωB97M-V functional and the def2-TZVPD basis, OMol25).

Summary:
energy above the lowest of the compared OMol25 structures with the same formula, charge and spin = 406.9 kJ/mol
E_LUMO (alpha / beta) = -0.1835 / -0.1647 Ha
M = 281.0 g/mol
total charge = +1
multiplicity = 1
frontier orbital gap (alpha / beta) = 0.273 / 0.292 Ha

The geometry in XYZ format:
```
20
Properties=species:S:1:pos:R:3:forces:R:3
C 1.726 2.388 1.440 -0.858 -1.246 0.762
C 2.783 1.663 0.963 0.086 -1.326 -0.562
C 0.509 1.689 1.594 -1.096 1.438 -0.468
C 2.626 0.354 0.464 -2.099 -0.388 -0.443
C 0.313 0.447 1.113 1.827 -1.598 -0.409
C 1.367 -0.290 0.582 0.185 0.257 0.277
C -2.272 -0.892 -0.344 -1.620 -1.321 -1.434
N -2.883 -1.267 -1.575 0.558 0.495 1.272
N -2.241 -2.192 0.573 2.576 1.467 -3.156
Br 1.228 -2.216 0.169 -0.141 1.202 0.034
Br -3.160 0.607 0.499 0.545 -1.007 -0.368
H 1.795 3.396 1.799 0.194 0.234 0.106
H 3.784 1.992 1.025 0.851 0.859 -0.396
H -0.379 2.182 1.954 -0.015 0.455 0.381
H 3.282 -0.119 -0.251 0.875 -0.078 0.655
H -3.313 -0.552 -2.124 -0.282 0.888 0.224
H -2.536 -1.934 -2.251 0.777 -0.477 0.679
H -1.301 -2.680 0.428 -1.348 0.067 -0.729
H -3.096 -2.695 0.398 -0.312 -0.609 0.618
H -2.013 -1.808 1.434 -0.704 0.686 2.956
```
Forces are in eV/Å.